{"formula": "C2H2FI", "method": "ωB97M-V/def2-TZVPD", "e_above_lowest_ev": 6.1079, "lumo_ev": [-1.2, -1.2], "max_force_ha_per_bohr": 0.045, "symbols": ["C", "C", "F", "I", "H", "H"], "positions_angstrom": [[-0.307, 0.557, -1.246], [0.334, -0.368, 0.885], [0.683, -1.610, 0.936], [-1.013, 0.156, 2.403], [0.069, 1.621, -1.368], [0.235, -0.357, -1.611]], "atomic_forces_ev_per_a": [[0.7247, -1.0288, 1.9177], [-0.4663, 1.3242, -1.6162], [-0.2359, -0.0880, 0.0132], [0.0119, -0.1532, 0.2048], [0.0648, -1.5439, -0.0728], [-0.0991, 1.4897, -0.4467]]}